No. 1
The following is a quantum chemistry calculation of a molecular structure, C4H4LiO5Pm, from OMol25.

```
! wB97M-V def2-TZVPD RIJCOSX def2/J DEFGRID3
* xyz 3 6
Pm 1.62 0.69 0.69
O 2.77 -1.13 0.51
O -0.10 -1.01 -0.08
O 3.33 0.74 1.53
O -1.91 0.23 0.39
O -2.18 -1.85 -0.03
C 3.54 -0.43 1.20
C -0.68 1.46 -1.23
C -1.33 1.42 -0.06
C -1.32 -0.92 0.17
Li 1.60 -2.60 0.43
H -0.32 2.39 -1.67
H -0.74 0.41 -1.78
H -1.45 2.24 0.65
H -2.82 -1.66 -0.72
*
```

The calculation puts the orbital gap (spin up / spin down) at 8.19 / 8.27 eV. The value obtained for the LUMO energy (spin up / spin down) is -14.48 / -14.42 eV.

No. 2
The following is a quantum chemistry calculation of 8 unconnected molecules or ions with the total composition C28H58BINO28PS, from OMol25.

```
! wB97M-V def2-TZVPD RIJCOSX def2/J DEFGRID3
* xyz 0 1
I -0.12 0.71 2.43
S 0.30 -2.14 -2.73
P 0.97 -1.27 1.41
O 1.71 5.36 2.72
O 0.89 5.31 -1.56
O -1.40 -7.26 -3.40
O 1.51 2.68 -4.24
O -6.20 -2.74 -4.85
O -3.21 -8.62 -3.44
O -1.77 -5.82 4.00
O -0.01 -2.59 1.85
O 9.75 -0.06 2.54
O 0.47 7.53 -1.67
O -8.33 -1.96 -4.85
O -0.20 -0.58 -3.10
O -1.87 3.71 5.64
O 0.53 6.20 -3.50
O -0.75 -7.49 4.93
O 1.16 5.80 4.87
O 0.87 -2.21 -1.15
O -8.02 -4.10 -4.89
O 7.66 -0.92 2.46
O 2.65 7.04 3.91
O 8.47 0.47 0.88
O -3.52 -6.47 -3.40
O -3.97 4.53 5.51
O 5.23 -0.80 -1.53
O 0.48 -5.74 4.19
O -3.70 2.39 5.56
O -0.89 -3.06 -2.76
O 4.48 0.20 -0.92
N -0.70 2.47 -3.08
C -2.33 -9.74 -3.46
C 8.54 -0.24 2.01
C 1.95 0.03 -0.97
C -0.57 -6.29 4.36
C -7.14 -5.23 -4.90
C 3.34 -0.35 -0.24
C -3.06 3.56 5.58
C -3.00 -5.14 -3.37
C -2.59 -7.43 -3.41
C 2.23 0.01 -2.53
C -3.42 5.85 5.51
C 0.46 -8.11 5.36
C 0.24 7.35 -4.30
C -7.80 -0.64 -4.82
C 9.96 -0.76 3.76
C 1.01 5.43 -0.14
C -1.86 2.21 -3.95
C 3.43 7.37 2.76
C 0.80 -0.94 -0.47
C 0.62 6.46 -2.19
C 0.23 4.71 4.81
C 0.93 0.26 -3.44
C -2.83 1.26 5.62
C -7.39 -2.92 -4.86
C -1.73 -4.54 3.38
C 1.83 6.00 3.73
C 7.22 0.37 0.20
C -0.98 2.20 -1.65
B 0.55 1.84 -3.56
H 2.79 7.66 1.93
H 0.76 3.77 4.60
H -1.32 -3.79 4.05
H 0.96 -7.51 6.12
H -2.75 -4.26 3.13
H 1.75 1.10 -0.68
H 0.08 5.77 0.30
H -2.26 1.16 -3.91
H -7.20 -0.44 -5.71
H 5.23 -0.68 -2.50
H -0.21 -0.43 -0.58
H 3.45 -1.46 -0.08
H -2.41 -4.98 -2.47
H 0.19 7.02 -5.34
H 4.06 8.23 3.02
H 9.26 -0.43 4.53
H -1.66 3.04 -1.29
H -6.52 -5.21 -5.80
H 2.91 0.90 -2.74
H -2.88 6.04 6.44
H 1.83 6.10 0.12
H -2.70 2.93 -3.74
H -3.44 0.36 5.59
H 2.00 3.21 -3.60
H 1.24 4.44 0.26
H -0.24 4.63 5.77
H 7.28 0.98 -0.70
H 4.08 6.54 2.49
H -0.03 2.32 -1.06
H -8.64 0.05 -4.81
H -4.25 6.55 5.46
H 2.82 -0.89 -2.87
H -3.84 -4.45 -3.37
H 7.03 -0.66 -0.10
H 6.41 0.75 0.82
H -2.95 -10.64 -3.48
H -1.15 -4.58 2.45
H 10.97 -0.54 4.10
H -6.53 -5.25 -4.00
H 1.12 -8.30 4.51
H 9.88 -1.84 3.60
H -7.21 -0.47 -3.92
H -1.72 -9.76 -2.55
H 1.25 -0.05 -4.49
H 0.33 -3.43 1.50
H -0.73 7.77 -4.03
H 1.02 8.10 -4.20
H -1.51 1.23 -1.45
H -1.54 2.42 -5.02
H -1.70 -9.72 -4.35
H -2.17 1.26 4.75
H -7.75 -6.13 -4.93
H 3.30 0.16 0.77
H -2.25 1.27 6.54
H 0.19 -9.07 5.81
H -2.78 6.00 4.65
H -2.40 -4.95 -4.26
H -0.53 4.89 4.06
*
```

The calculation puts the orbital gap at 8.39 eV. The value obtained for the LUMO energy is -0.37 eV.

No. 3
The following is a quantum chemistry calculation of a single CH6N4S molecule, from OMol25.

```
! wB97M-V def2-TZVPD RIJCOSX def2/J DEFGRID3
* xyz 0 1
S 1.44 -0.37 -1.32
N -1.66 1.51 0.43
N -0.27 -1.11 0.48
N -0.31 1.06 -0.23
N -0.54 -0.66 1.84
C 0.26 -0.24 -0.26
H 0.24 -1.94 0.49
H -1.56 -0.83 1.88
H -0.36 0.50 1.85
H -1.45 1.62 1.51
H 0.07 1.73 -0.79
H -2.17 0.72 0.22
*
```

The calculation puts the orbital gap at 8.92 eV. The value obtained for the LUMO energy is 0.41 eV.

No. 4
The following is a quantum chemistry calculation of a molecular structure, C44H26N11OSn, from OMol25.

```
! wB97M-V def2-TZVPD RIJCOSX def2/J DEFGRID3
* xyz 1 1
Sn 0.37 0.03 -0.29
O -0.65 1.15 -4.49
N -1.61 -1.30 -0.59
N 1.17 -1.90 0.93
N 1.17 -1.94 -1.33
N 0.37 0.16 -2.65
N -1.10 -3.51 -0.92
N -2.46 0.77 -0.51
N 0.30 3.28 0.74
N 1.14 0.76 2.55
N 0.30 2.94 3.05
N -0.19 2.41 -1.30
N 2.69 -1.13 2.65
C -3.11 -0.90 -2.36
C 1.04 -3.49 -3.21
C 4.62 1.60 5.53
C 2.59 -3.57 0.03
C -3.85 -2.54 -4.45
C 2.38 2.07 4.04
C 1.22 1.95 3.12
C -3.71 5.88 2.01
C 0.77 -0.97 -3.45
C 0.44 -4.56 -2.69
C -3.01 2.12 -0.57
C -3.12 2.78 -1.92
C -0.31 -4.61 -1.41
C -1.38 4.40 2.11
C -0.19 3.52 2.03
C 2.85 3.10 4.82
C 2.23 0.03 3.01
C -0.82 2.22 -2.38
C -2.04 2.82 0.41
C -4.32 -1.24 -4.37
C 3.00 0.83 4.00
C 3.15 -3.02 1.17
C -1.56 5.44 3.00
C 4.35 -3.46 1.69
C 4.43 -5.07 -0.10
C -3.96 -0.40 -3.32
C 0.08 -3.81 -0.17
C 2.25 -1.94 1.64
C -2.48 -0.31 -1.14
C 3.22 -4.62 -0.62
C -2.73 6.19 2.94
C -0.61 2.94 -0.09
C -2.37 4.08 1.17
C -2.64 -2.22 -2.44
C 4.13 0.57 4.73
C 4.99 -4.51 1.04
C -2.99 -3.05 -3.48
C -1.72 -2.39 -1.30
C 1.03 -2.17 -2.57
C -0.31 1.10 -3.31
C -2.10 2.85 -2.77
C 4.00 2.84 5.58
C -3.54 4.81 1.13
C 1.27 -2.86 -0.20
H -4.61 6.47 1.97
H 2.36 4.06 4.85
H -2.88 7.01 3.62
H 0.46 -5.49 -3.24
H -4.08 3.20 -2.20
H 2.81 -5.07 -1.51
H 4.95 -5.89 -0.60
H -2.63 -4.07 -3.54
H -2.19 3.25 -3.77
H -0.77 -5.58 -1.21
H 4.41 3.62 6.21
H -4.14 -3.16 -5.29
H 4.61 -0.40 4.69
H -4.97 -0.86 -5.15
H 1.50 -3.56 -4.19
H 1.71 -0.77 -4.00
H -0.79 5.67 3.73
H -1.96 2.06 1.19
H 0.03 -1.23 -4.22
H 4.76 -3.00 2.58
H -3.99 2.09 -0.10
H -4.33 0.62 -3.27
H 5.51 1.44 6.13
H -0.09 -4.26 0.80
H 5.93 -4.88 1.42
H -4.32 4.56 0.42
*
```

The calculation puts the orbital gap at 6.67 eV. The value obtained for the LUMO energy is -3.56 eV.

No. 5
The following is a quantum chemistry calculation of 2 unconnected molecules or ions with the total composition C3H2O3, from OMol25.

```
! wB97M-V def2-TZVPD RIJCOSX def2/J DEFGRID3
* xyz 0 1
O -0.83 1.01 0.41
O -0.02 -0.31 2.57
O -1.32 1.48 3.05
C -0.69 0.56 2.86
C -0.54 -0.03 -0.31
C 0.62 0.35 0.10
H -1.26 -0.75 -0.69
H 1.46 0.96 -0.07
*
```

The calculation puts the orbital gap at 9.38 eV. The value obtained for the LUMO energy is 0.84 eV.

No. 6
The following is a quantum chemistry calculation of a single C5H6O2 molecule, from OMol25.

```
! wB97M-V def2-TZVPD RIJCOSX def2/J DEFGRID3
* xyz 0 1
O 2.52 -1.74 0.21
O 0.32 -1.23 0.23
C 1.65 -0.91 0.15
C 0.50 1.04 -0.15
C -1.85 -0.23 -0.31
C -0.46 -0.04 0.26
C 1.74 0.56 -0.05
H -0.59 0.26 1.31
H -2.36 -0.99 0.29
H 2.68 1.09 -0.03
H -1.88 -0.56 -1.36
H -2.41 0.70 -0.21
H 0.17 2.07 -0.28
*
```

The calculation puts the orbital gap at 10.78 eV. The value obtained for the LUMO energy is 0.47 eV.

No. 7
The following is a quantum chemistry calculation of a single C4H2O2 molecule, from OMol25.

```
! wB97M-V def2-TZVPD RIJCOSX def2/J DEFGRID3
* xyz 0 1
O -0.48 -1.34 -1.43
O 1.03 1.39 0.04
C -0.40 -0.32 0.67
C -0.70 -0.40 1.83
C -0.12 -0.42 -0.74
C 0.77 0.82 -0.99
H -1.20 -0.97 2.57
H 1.11 1.24 -1.95
*
```

The calculation puts the orbital gap at 9.22 eV. The value obtained for the LUMO energy is -1.14 eV.

No. 8
The following is a quantum chemistry calculation of 2 unconnected molecules or ions with the total composition C5H11NO, from OMol25.

```
! wB97M-V def2-TZVPD RIJCOSX def2/J DEFGRID3
* xyz 0 1
O -2.63 0.68 1.48
N 0.15 -0.01 -0.07
C 1.14 0.49 0.68
C -1.10 -0.27 -0.31
C -2.21 0.65 0.12
C 2.14 -0.26 -1.65
C 1.49 -0.54 -0.32
H 1.81 -0.96 -2.43
H 3.22 -0.36 -1.54
H -1.29 -1.11 -0.98
H 1.60 -1.57 0.03
H -1.93 1.68 -0.11
H 0.06 -0.38 2.25
H 1.41 1.52 0.84
H -3.10 0.40 -0.45
H -2.11 0.06 1.99
H -0.56 -0.78 2.44
H 1.92 0.76 -1.97
*
```

The calculation puts the orbital gap (spin up / spin down) at 8.48 / 8.48 eV. The value obtained for the LUMO energy (spin up / spin down) is 0.89 / 0.89 eV.

No. 9
The following is a quantum chemistry calculation of a single C4H7NO molecule, from OMol25.

```
! wB97M-V def2-TZVPD RIJCOSX def2/J DEFGRID3
* xyz 0 1
O 2.46 1.31 -0.45
N 0.63 0.02 -0.15
C -1.79 -0.11 0.57
C 1.51 0.79 0.34
C 0.00 -0.50 -1.30
C -0.54 -0.78 0.08
H 0.58 -1.31 -1.77
H -1.94 0.83 0.03
H -2.64 -0.76 0.36
H 1.54 1.09 1.38
H 2.22 1.05 -1.35
H -1.77 0.09 1.65
H -0.28 -1.70 0.61
*
```

The calculation puts the orbital gap at 8.19 eV. The value obtained for the LUMO energy is 0.89 eV.

No. 10
The following is a quantum chemistry calculation of 2 unconnected molecules or ions with the total composition C3H4O2, from OMol25.

```
! wB97M-V def2-TZVPD RIJCOSX def2/J DEFGRID3
* xyz 0 1
O 0.40 -0.56 0.93
O -2.24 0.56 -2.04
C -1.50 0.36 -0.77
C 0.45 -0.51 -0.42
C -2.41 1.56 -1.19
H 1.35 0.02 -0.79
H 0.68 0.18 1.40
H -0.01 -1.38 -0.77
H -1.96 -0.53 -0.32
*
```

The calculation puts the orbital gap at 9.44 eV. The value obtained for the LUMO energy is 0.37 eV.

No. 11
The following is a quantum chemistry calculation of 3 unconnected molecules or ions with the total composition C12H29Br2N3O9P2, from OMol25.

```
! wB97M-V def2-TZVPD RIJCOSX def2/J DEFGRID3
* xyz 0 1
Br 2.95 -1.89 1.44
Br 5.51 -0.11 2.63
P -0.88 1.07 -1.24
P -0.66 -2.59 0.59
O -1.47 0.63 -2.66
O -1.71 2.37 -0.83
O -6.40 1.36 3.11
O 2.78 0.00 -5.34
O -4.97 0.46 4.60
O 1.06 -0.83 -4.33
O 3.02 -1.95 -4.23
O -4.29 0.76 2.58
O 0.81 -0.25 2.64
N 0.65 1.39 -1.17
N -0.11 -3.22 -0.73
N -1.42 -0.14 -0.24
C -4.53 1.21 1.24
C 2.35 -1.02 -4.60
C 4.21 0.81 1.51
C 1.74 0.66 2.09
C -5.99 0.55 5.60
C 4.89 1.17 0.20
C 0.46 -1.85 -3.50
C 4.16 -0.08 -5.71
C -0.39 -0.77 0.60
C -5.33 0.91 3.40
C -0.45 -0.20 2.02
C 2.88 0.04 1.25
H -5.56 0.16 6.51
H 4.15 1.55 -0.51
H 5.32 0.27 -0.25
H -1.00 1.09 -3.36
H 4.34 -0.97 -6.30
H 0.60 -0.69 0.15
H 2.64 0.18 0.20
H -6.29 1.59 5.75
H 4.79 -0.08 -4.83
H 2.16 1.24 2.91
H -1.12 -0.80 2.64
H -1.05 3.03 -0.60
H -0.09 -3.05 1.78
H -2.03 -0.79 -0.73
H 0.50 -2.82 -4.00
H -5.35 0.64 0.79
H 5.66 1.92 0.34
H 4.36 0.80 -6.31
H -3.61 1.03 0.69
H 0.61 -3.91 -0.58
H 1.10 1.23 -2.06
H 3.97 1.71 2.08
H 1.21 1.34 1.42
H -0.87 0.81 2.02
H -4.77 2.27 1.22
H -2.07 -2.70 0.68
H 0.95 -1.91 -2.54
H -0.57 -1.55 -3.36
H -6.86 -0.04 5.31
*
```

The calculation puts the orbital gap at 9.15 eV. The value obtained for the LUMO energy is 0.31 eV.

No. 12
The following is a quantum chemistry calculation of 2 unconnected molecules or ions with the total composition C4H8N2OP, from OMol25.

```
! wB97M-V def2-TZVPD RIJCOSX def2/J DEFGRID3
* xyz 1 1
P 4.00 -3.86 -2.45
O 4.25 -2.50 -2.78
N 0.90 -1.24 -1.50
N 0.25 -0.07 0.40
C 1.49 -0.04 -1.51
C 0.23 -1.45 -0.31
C 1.08 0.72 -0.43
C -1.04 0.60 0.54
H 1.03 1.77 -0.40
H 2.13 0.48 -2.19
H 0.63 -0.41 1.28
H -1.17 0.92 -0.52
H -1.13 1.51 1.14
H -0.86 -1.65 -0.36
H 0.84 -2.14 0.26
H -1.92 0.00 0.81
*
```

The calculation puts the orbital gap (spin up / spin down) at 10.58 / 3.89 eV. The value obtained for the LUMO energy (spin up / spin down) is -3.37 / -5.97 eV.

No. 13
The following is a quantum chemistry calculation of 2 unconnected molecules or ions with the total composition C21H21N5O2, from OMol25.

```
! wB97M-V def2-TZVPD RIJCOSX def2/J DEFGRID3
* xyz 0 1
O -3.35 4.66 0.27
O -3.69 -5.14 -0.55
N 0.42 -2.89 2.31
N -2.24 -0.03 0.00
N -1.99 -1.14 -2.09
N -2.12 -0.59 -1.03
N -1.40 1.90 4.60
C -0.15 -1.67 2.61
C -1.45 0.60 4.16
C -2.42 1.96 2.57
C -2.73 -3.41 0.73
C -2.45 4.78 2.47
C -1.48 -1.65 2.12
C -0.32 -4.93 1.01
C -1.98 2.74 3.65
C -2.89 2.58 1.42
C -3.87 3.90 -0.86
C -3.64 -6.44 -1.19
C 1.78 -3.30 2.65
C -2.92 3.99 1.37
C -0.82 2.30 5.86
C -1.67 -2.90 1.45
C -2.00 4.15 3.64
C -2.61 -4.69 0.14
C -0.48 -3.66 1.57
C -2.33 -0.51 2.05
C -2.10 0.58 2.92
C -1.41 -5.46 0.27
H 2.48 -2.57 2.23
H -1.30 -6.43 -0.21
H -1.41 1.90 6.71
H -0.81 3.40 5.86
H 1.94 -4.30 2.22
H -1.65 4.72 4.49
H -3.46 -7.23 -0.45
H -2.46 5.86 2.35
H -4.11 4.67 -1.60
H -3.39 -0.58 1.68
H -4.76 3.35 -0.55
H -3.67 -2.89 0.65
H 0.40 -0.92 3.17
H -3.11 3.21 -1.24
H 0.61 -5.48 1.12
H -3.19 1.95 0.58
H 1.91 -3.33 3.74
H -2.87 -6.46 -1.96
H -1.06 -0.26 4.69
H 0.20 1.87 5.93
H -4.63 -6.54 -1.62
*
```

The calculation puts the orbital gap at 6.45 eV. The value obtained for the LUMO energy is -0.57 eV.

No. 14
The following is a quantum chemistry calculation of 2 unconnected molecules or ions with the total composition C4H12N2, from OMol25.

```
! wB97M-V def2-TZVPD RIJCOSX def2/J DEFGRID3
* xyz 0 1
N 0.01 1.41 -0.89
N -1.60 -0.94 0.67
C 0.32 1.29 -2.09
C -0.49 -1.49 1.41
C 0.61 -1.97 0.47
C 1.05 1.93 0.01
H 0.69 -3.05 0.38
H 1.61 -1.63 0.72
H 0.41 -1.63 -0.55
H -0.40 0.89 -2.82
H -0.85 -2.34 2.00
H -2.41 -0.68 1.21
H 1.89 2.36 -0.53
H 0.61 2.68 0.66
H -1.31 -0.21 0.03
H 1.40 1.12 0.64
H 1.29 1.56 -2.53
H -0.05 -0.80 2.15
*
```

The calculation puts the orbital gap at 9.65 eV. The value obtained for the LUMO energy is 1.11 eV.

No. 15
The following is a quantum chemistry calculation of 2 unconnected molecules or ions with the total composition C7H5Cl2FN2O3, from OMol25.

```
! wB97M-V def2-TZVPD RIJCOSX def2/J DEFGRID3
* xyz 0 1
Cl -3.10 -2.46 -0.86
Cl 2.09 -2.95 -0.31
F 1.32 0.64 2.97
O -1.12 0.69 -3.11
O 1.82 0.00 0.80
O -0.28 2.23 -1.68
N -0.45 0.11 0.37
N 1.06 2.22 1.26
C -1.57 -0.39 -0.12
C -0.46 -2.49 -0.79
C -1.56 -1.66 -0.63
C 0.73 -1.92 -0.28
C 1.96 1.10 1.77
C -0.73 1.45 -2.37
C 0.74 -0.62 0.33
H -0.43 -3.54 -0.93
H -2.54 0.17 -0.09
H 0.31 1.94 0.47
H 1.69 3.01 1.07
H 0.51 2.48 2.12
*
```

The calculation puts the orbital gap at 7.88 eV. The value obtained for the LUMO energy is 0.05 eV.

Number 1: strongest force on any atom 0.20505 hartree/bohr. Number 2: strongest force on any atom 0.07255 hartree/bohr. Number 3: strongest force on any atom 0.13352 hartree/bohr. Number 4: strongest force on any atom 0.00859 hartree/bohr. Number 5: strongest force on any atom 0.06548 hartree/bohr. Number 6: strongest force on any atom 0.01039 hartree/bohr. Number 7: strongest force on any atom 0.02246 hartree/bohr. Number 8: strongest force on any atom 0.00945 hartree/bohr. Number 9: strongest force on any atom 0.00963 hartree/bohr. Number 10: strongest force on any atom 0.08461 hartree/bohr. Number 11: strongest force on any atom 0.03007 hartree/bohr. Number 12: strongest force on any atom 0.07962 hartree/bohr. Number 13: strongest force on any atom 0.08415 hartree/bohr. Number 14: strongest force on any atom 0.02162 hartree/bohr. Number 15: strongest force on any atom 0.08005 hartree/bohr.